{"formula": "C12H17N", "method": "ωB97M-V/def2-TZVPD", "e_above_lowest_kcal_mol": 64.0, "molar_mass_g_mol": 175.275, "homo_energy_ev": -7.98, "total_energy_ha": -522.118334, "orbital_gap_ha": 0.32708, "lumo_ev": 0.923, "elements": ["C", "C", "C", "N", "C", "C", "C", "C", "C", "C", "H", "H", "H", "H", "H", "H", "H", "H", "H", "C", "C", "C", "H", "H", "H", "H", "H", "H", "H", "H"], "xyz": [[-1.62, 3.18, 0.74], [-2.45, 1.98, 1.12], [-3.81, 1.87, 1.36], [-4.14, 0.40, 1.36], [-2.95, -0.23, 0.96], [-2.81, -1.55, 0.45], [-1.49, -1.96, 0.23], [-0.42, -1.07, 0.58], [-0.54, 0.31, 0.84], [-1.86, 0.71, 0.99], [-0.62, 2.99, 0.19], [-1.31, 3.65, 1.58], [-2.23, 3.74, -0.02], [-4.63, 2.46, 1.47], [-5.12, 0.18, 1.08], [-3.63, -2.19, 0.33], [-1.31, -2.83, -0.20], [0.66, -1.36, 0.54], [0.21, 1.11, 0.81], [3.48, -0.26, -2.23], [3.98, -1.49, -1.60], [3.58, -1.48, -0.12], [3.89, 0.60, -1.57], [2.41, -0.09, -2.49], [3.92, -0.19, -3.25], [3.58, -2.32, -2.22], [5.01, -1.76, -1.71], [3.75, -0.50, 0.26], [2.45, -1.64, -0.10], [4.03, -2.25, 0.62]]}